## 1
Computed, not measured: 2 unconnected molecules or ions with the total composition ClH5OSi2, with ωB97M-V with the def2-TZVPD basis set.

Properties
LUMO level	-0.466	eV
Kohn-Sham gap	10.3	eV

Geometry (Å):
O 1.34 -0.47 0.26
Si 2.14 0.78 0.00
H 2.08 1.57 -1.22
H 3.11 1.34 0.94
Si -1.72 -0.79 0.01
Cl -1.51 1.22 -0.03
H -1.19 -1.28 1.28
H -3.17 -1.03 -0.06
H -1.07 -1.34 -1.17

=====

## 2
Computed, not measured: a molecular structure, ClH5OSi2, with ωB97M-V with the def2-TZVPD basis set.

Properties
LUMO level	-0.640	eV
Kohn-Sham gap	9.2	eV

Geometry (Å):
O -0.54 0.43 0.17
Si -0.62 0.61 -1.37
Si 1.88 -1.59 0.72
Cl 0.13 -2.50 1.39
H 2.24 -1.63 -1.11
H -1.64 -0.10 -2.24
H 0.45 1.34 -1.96
H 2.68 -1.72 1.79
H 1.60 0.00 0.87

=====

## 3
Computed, not measured: 2 unconnected molecules or ions with the total composition ClH5OSi2, with ωB97M-V with the def2-TZVPD basis set.

Properties
LUMO level	-0.736	eV
Kohn-Sham gap	9.6	eV

Geometry (Å):
O 0.35 -0.54 -1.06
Si 1.55 -1.12 -1.77
H 2.16 -2.32 -1.51
H 2.15 -0.78 -3.11
Si -1.19 0.77 1.57
Cl -2.02 2.28 0.44
H 0.35 0.81 1.50
H -1.70 1.43 2.74
H -1.64 -0.54 1.21

=====

Stability verdict: 1, ahead by 0.0253 hartree

=====

## 1
Computed, not measured: 3 unconnected molecules or ions with the total composition C3H14N2O2S, with ωB97M-V with the def2-TZVPD basis set.

Properties
LUMO level	0.365	eV
Kohn-Sham gap	8.9	eV

Geometry (Å):
N -1.91 0.55 -0.97
C -1.96 -0.90 -0.81
N -1.24 -1.46 0.34
C 0.19 -1.77 0.06
C 1.13 -0.90 0.87
S 2.86 -1.29 0.38
H -1.90 1.08 -0.11
H -1.17 0.75 -1.62
H -1.65 -1.45 -1.68
H -3.01 -1.15 -0.64
H -1.29 -0.78 1.09
H 0.42 -1.67 -1.00
H 0.31 -2.82 0.34
H 1.06 -1.03 1.94
H 0.96 0.16 0.67
H 3.29 -0.14 -0.17
O -1.06 2.18 1.36
H -0.92 2.32 2.30
H -1.22 3.07 0.98
O -0.65 3.52 -1.50
H 0.24 3.27 -1.74
H -1.20 2.99 -2.08

=====

## 2
Computed, not measured: 3 unconnected molecules or ions with the total composition C3H14N2O2S, with ωB97M-V with the def2-TZVPD basis set.

Properties
LUMO level	0.451	eV
Kohn-Sham gap	9.0	eV

Geometry (Å):
N 1.17 -2.37 -0.51
C 2.01 -1.25 -0.88
N 1.51 0.13 -0.81
C 0.12 0.31 -1.16
C -0.91 0.06 -0.04
S -2.57 -0.03 -0.73
H 0.95 -2.46 0.49
H 0.27 -2.51 -0.96
H 2.25 -1.49 -1.92
H 2.88 -1.30 -0.26
H 1.68 0.40 0.14
H -0.16 -0.38 -1.95
H 0.00 1.31 -1.56
H -0.83 0.94 0.61
H -0.63 -0.81 0.55
H -3.02 -1.23 -0.34
O 0.37 2.94 1.28
H -0.05 3.46 0.58
H 1.30 2.92 1.04
O 0.77 -0.34 2.60
H 1.26 -0.16 3.40
H 0.11 0.36 2.55

=====

Stability verdict: 2, ahead by 0.0030 hartree

=====

## 1
Computed, not measured: 2 unconnected molecules or ions with the total composition C3H2N2, with ωB97M-V with the def2-TZVPD basis set.

Properties
LUMO level	-0.328	eV
Kohn-Sham gap	8.2	eV

Geometry (Å):
C 1.31 0.34 0.99
C -1.53 0.33 -1.07
C 0.67 -0.92 0.74
N 1.65 1.33 1.49
N -0.79 -0.30 -0.48
H -2.28 0.95 -1.66
H 0.98 -1.74 0.00

=====

## 2
Computed, not measured: a single C3H2N2 molecule, with ωB97M-V with the def2-TZVPD basis set.

Properties
LUMO level (spin up / spin down)	-1.568 / -1.547	eV
Kohn-Sham gap (spin up / spin down)	8.1 / 8.1	eV

Geometry (Å):
C -0.43 1.54 -0.27
C 0.66 -1.00 0.72
C 0.06 -0.88 -0.42
N -0.53 2.67 -0.47
N -0.75 0.26 -0.10
H 0.88 -1.00 1.75
H 0.11 -1.59 -1.22

=====

## 3
Computed, not measured: a single C3H2N2 molecule, with ωB97M-V with the def2-TZVPD basis set.

Properties
LUMO level	0.740	eV
Kohn-Sham gap	9.9	eV

Geometry (Å):
C 0.22 -0.49 -1.14
C -0.74 -0.66 -0.30
C 0.59 1.70 1.99
N 0.47 0.92 1.12
N 0.45 -0.25 0.41
H 0.74 -0.29 -2.03
H -1.73 -0.93 -0.04

=====

Stability verdict: 1, ahead by 0.0110 hartree

=====

## 1
Computed, not measured: 2 unconnected molecules or ions with the total composition C4H13N2OS, with ωB97M-V with the def2-TZVPD basis set.

Properties
LUMO level	3.561	eV
Kohn-Sham gap	6.3	eV
charge	-1

Geometry (Å):
C -1.27 -0.54 0.83
C -0.06 0.36 0.95
C 1.11 -0.28 0.06
S 1.71 -1.98 0.72
N -0.23 1.79 0.66
C -0.62 2.03 -0.84
N -1.11 3.36 -0.98
H -1.09 -1.56 1.32
H -1.39 -0.64 -0.29
H -2.18 0.01 1.19
H 0.29 0.39 2.01
H 1.00 -0.40 -1.01
H 2.06 0.21 0.11
H 0.60 2.29 0.98
H 0.06 1.76 -1.58
H -1.41 1.38 -1.14
H -0.41 3.91 -0.45
H -2.04 3.34 -0.57
H -0.67 -1.57 -1.44
H -0.16 -2.94 -1.28
O -0.94 -2.49 -1.64

=====

## 2
Computed, not measured: 2 unconnected molecules or ions with the total composition C4H13N2OS, with ωB97M-V with the def2-TZVPD basis set.

Properties
LUMO level	3.930	eV
Kohn-Sham gap	7.0	eV
charge	-1

Geometry (Å):
C 0.90 1.07 -1.40
N 1.09 1.02 0.09
C 2.26 0.20 0.68
N 2.17 -0.24 2.11
C 0.44 -0.34 -1.97
C -1.02 -0.84 -1.40
S -1.33 -1.35 0.33
H 0.00 1.69 -1.52
H 1.79 1.43 -1.91
H 0.21 0.65 0.45
H 3.11 0.97 0.71
H 2.40 -0.71 0.06
H 1.34 -0.14 2.65
H 2.19 -1.30 2.00
H 1.02 -1.22 -1.71
H 0.34 -0.26 -3.09
H -1.59 0.08 -1.70
H -1.21 -1.69 -2.10
H -2.40 0.77 0.84
H -2.00 2.02 1.41
O -2.77 1.66 0.97

=====

## 3
Computed, not measured: 2 unconnected molecules or ions with the total composition C4H13N2OS, with ωB97M-V with the def2-TZVPD basis set.

Properties
LUMO level	3.957	eV
Kohn-Sham gap	6.8	eV
charge	-1

Geometry (Å):
C 0.23 -0.10 1.34
N -1.18 -0.32 0.99
C -2.03 0.80 1.36
N -1.87 2.03 0.66
C 1.15 -0.58 0.22
C 1.31 0.47 -0.90
S -0.01 0.33 -2.21
H 0.44 0.94 1.60
H 0.46 -0.70 2.23
H -1.18 -0.41 -0.03
H -1.86 0.94 2.43
H -3.07 0.46 1.30
H -2.12 1.95 -0.32
H -0.93 2.39 0.69
H 0.73 -1.49 -0.20
H 2.11 -0.82 0.66
H 1.25 1.47 -0.46
H 2.24 0.38 -1.44
H 1.57 -2.15 -2.00
H 0.96 -2.82 -3.17
O 1.82 -2.75 -2.73

=====

Stability verdict: 3, ahead by 0.0412 hartree